# 1
113
Properties=species:S:1:pos:R:3 method="wB97M-V/def2-TZVPD" fmax_ev_per_a=3.386 homo_lumo_gap_ev=9.11 homo_ev=-8.98
C -0.75523 1.36706 0.55053
C -0.49598 1.12414 -1.00638
C 0.91846 1.75815 -1.30216
C -0.56538 -0.42811 -1.21876
C -0.34369 -0.90383 -2.69783
C 1.19430 -0.87805 -3.13882
C -0.74382 -2.44311 -2.72769
O 0.13975 -3.07606 -1.75065
O 0.79983 -4.17653 -2.31880
S 0.65692 -5.38336 -1.12271
O 1.12785 -6.66405 -1.71011
O 1.71113 -4.98288 0.16789
P 3.15417 -4.25595 -0.31575
O 2.93146 -2.61198 -0.65466
O 4.19682 -4.26975 1.01741
S 4.06541 -5.08169 -1.80267
H 0.00717 0.73197 1.09069
H -1.74957 0.96741 0.86113
H -0.61289 2.43743 0.81441
H -1.29838 1.66518 -1.54801
H 1.11119 2.64565 -0.64823
H 0.97307 2.01857 -2.38125
H 1.71876 1.00186 -1.10287
H 0.10407 -0.92080 -0.46865
H -1.61349 -0.74069 -0.93886
H -0.97259 -0.34500 -3.43655
H 1.38151 -0.08381 -3.89963
H 1.83480 -0.73654 -2.24107
H 1.46270 -1.85625 -3.62404
H -0.65766 -2.88438 -3.74603
H -1.78857 -2.57463 -2.30612
H 2.63152 -2.22027 0.18787
H 5.02420 -3.89985 0.67020
C -0.45387 5.64639 -5.14315
C 0.91181 5.04423 -4.97462
O 0.69732 4.05101 -3.97504
C -0.61602 3.71744 -4.00904
O -1.09089 2.79954 -3.41732
O -1.31900 4.56385 -4.80648
H -0.63788 5.98957 -6.16062
H -0.63603 6.47313 -4.45151
H 1.27029 4.55852 -5.88499
H 1.65320 5.77121 -4.64749
C 2.69246 4.50814 -9.59561
C 3.87112 3.59835 -9.39073
O 4.56718 4.22131 -8.31396
C 3.66756 4.97029 -7.62749
O 3.88332 5.48553 -6.57847
O 2.48627 5.05351 -8.29444
H 1.80626 3.97579 -9.93874
H 2.90794 5.32375 -10.29057
H 3.57523 2.59140 -9.08506
H 4.50460 3.52798 -10.27397
C -1.99940 0.00022 5.72071
C -2.42871 -0.82017 4.54485
O -2.54782 0.15166 3.50597
C -1.75334 1.19946 3.84336
O -1.48970 2.10624 3.11747
O -1.29314 1.08197 5.11552
H -1.35384 -0.55317 6.40100
H -2.84684 0.40127 6.28179
H -1.67762 -1.55965 4.25329
H -3.37642 -1.32702 4.71708
C 1.48419 -2.71458 9.33794
C 1.44569 -2.02361 8.00418
O 0.18535 -2.43224 7.47354
C -0.60606 -2.76877 8.52553
O -1.77061 -2.99227 8.44213
O 0.10414 -2.81504 9.68091
H 2.03060 -2.14569 10.08895
H 1.90741 -3.72066 9.27710
H 1.45495 -0.93445 8.09527
H 2.26052 -2.33011 7.34978
C 5.01331 0.93387 -2.29906
C 5.92378 1.65049 -1.34241
O 5.33547 2.94446 -1.25611
C 4.02318 2.81892 -1.58821
O 3.21443 3.68260 -1.45449
O 3.76043 1.58064 -2.09063
H 4.93841 -0.13279 -2.08800
H 5.31143 1.06926 -3.34216
H 5.92792 1.19654 -0.34767
H 6.94855 1.71336 -1.70673
C -6.12295 -4.37765 -3.53682
C -5.05355 -5.18722 -2.85844
O -4.06039 -4.20999 -2.56075
C -4.68136 -3.00275 -2.50597
O -4.16963 -2.00299 -2.11693
O -5.96063 -3.08785 -2.95243
H -7.12381 -4.76514 -3.35062
H -5.96789 -4.29873 -4.61598
H -5.39810 -5.63755 -1.92381
H -4.64932 -5.96940 -3.49980
C -7.51491 -3.34554 4.90206
C -6.43885 -4.14825 5.57798
O -5.43261 -3.17279 5.83369
C -6.04269 -1.96092 5.87285
O -5.51551 -0.95656 6.22924
O -7.33065 -2.04459 5.45349
H -8.51502 -3.72014 5.11649
H -7.38042 -3.29235 3.81847
H -6.76822 -4.57420 6.52918
H -6.05343 -4.94813 4.94698
C 2.13144 4.46470 3.65400
C 1.67356 3.08919 3.26405
O 2.63658 2.24423 3.89730
C 3.15986 2.93693 4.93851
O 3.86751 2.46416 5.77235
O 2.77263 4.23780 4.90931
H 1.30533 5.16655 3.75967
H 2.86167 4.87908 2.95348
H 0.68259 2.85019 3.65416
H 1.67383 2.93841 2.18484


# 2
94
Properties=species:S:1:pos:R:3 method="wB97M-V/def2-TZVPD" charge=-2 fmax_ev_per_a=1.165 homo_lumo_gap_ev=3.41 homo_ev=-0.62
Li -0.51871 0.07874 -0.04696
C 1.76143 1.39046 1.35475
C 1.73288 0.06060 1.86550
C 2.42472 -0.75877 0.96543
C 2.89974 0.05052 -0.09805
C 2.46521 1.37082 0.13565
C 2.76200 2.56828 -0.72554
C 3.82951 -0.43891 -1.17018
C 2.72323 -2.22668 1.08437
C 1.20297 -0.31248 3.22259
C 1.22964 2.60021 2.07474
H 3.54288 3.20522 -0.28725
H 1.87524 3.19478 -0.86761
H 3.10244 2.25574 -1.71360
H 4.76013 -0.83114 -0.73437
H 4.09765 0.35944 -1.86474
H 3.38850 -1.24586 -1.76247
H 3.79231 -2.40164 1.27083
H 2.45992 -2.75991 0.16499
H 2.16707 -2.68050 1.91039
H 1.97382 -0.19820 3.99865
H 0.85635 -1.35070 3.25179
H 0.35937 0.32771 3.50121
H 1.28628 3.49107 1.44270
H 1.79698 2.81126 2.99374
H 0.18418 2.46171 2.36027
Se -3.37077 2.47219 2.54389
N -4.24111 1.06750 3.22474
C -3.55255 0.00366 2.84687
C -3.87153 -1.33613 3.15264
C -3.03647 -2.30325 2.66787
C -1.91487 -1.96222 1.87889
N -1.56668 -0.73854 1.57634
C -2.35451 0.24758 2.06429
N -2.07332 1.51311 1.82430
H -4.75861 -1.57091 3.72532
H -3.24739 -3.34446 2.87140
H -1.27357 -2.73784 1.47553
O -5.04264 3.15387 -1.16828
C -3.83418 3.67759 -0.90964
C -3.72721 5.04015 -0.62029
C -2.49402 5.59637 -0.32899
C -1.34601 4.80889 -0.33192
C -1.44821 3.45947 -0.62977
C -2.67944 2.87991 -0.91605
C -2.79661 1.39524 -1.18276
O -3.96386 0.95300 -1.38107
O -1.75778 0.70168 -1.12472
H -4.83853 2.17840 -1.36083
H -4.62994 5.64007 -0.62776
H -2.42307 6.65555 -0.10706
H -0.38399 5.25272 -0.10624
H -0.57280 2.82175 -0.62964
C -3.36654 -3.79970 -5.91112
Si -2.77276 -3.11070 -4.22741
C -2.32976 -4.64201 -3.19291
C -4.29265 -2.32008 -3.41951
Si -0.89718 -1.71956 -4.42553
Te 0.49307 -1.45290 -2.43252
Si 0.61001 -2.79754 -5.89470
C 0.08312 -3.47595 -7.60625
C 2.03443 -1.59726 -6.28208
C 1.39461 -4.30679 -5.04491
Si -1.65174 0.15970 -5.61045
C -3.32294 0.83056 -5.02340
C -1.88932 -0.28668 -7.45681
C -0.43056 1.61234 -5.60886
H -4.17018 -4.53420 -5.80130
H -2.54652 -4.27970 -6.44959
H -3.74212 -2.99073 -6.54456
H -3.18467 -5.31293 -3.06362
H -1.98973 -4.32534 -2.20346
H -1.51452 -5.20755 -3.65177
H -4.83067 -3.02959 -2.78464
H -4.98838 -1.94156 -4.17331
H -4.00646 -1.47408 -2.78862
H -0.36451 -2.69181 -8.22189
H -0.65976 -4.27014 -7.49789
H 0.93509 -3.88885 -8.15333
H 1.70775 -0.82453 -6.98574
H 2.90488 -2.10135 -6.71091
H 2.34706 -1.09925 -5.36060
H 0.67279 -5.12698 -4.97288
H 1.69113 -4.03608 -4.02942
H 2.27610 -4.67541 -5.57772
H -4.15031 0.30451 -5.50793
H -3.43431 1.89988 -5.22193
H -3.43813 0.68450 -3.94825
H -2.58754 -1.12191 -7.56325
H -0.94040 -0.59528 -7.90311
H -2.27825 0.55101 -8.04321
H -0.26128 1.95488 -4.58472
H -0.80824 2.45648 -6.19277
H 0.53713 1.31545 -6.02131


# 3
82
Properties=species:S:1:pos:R:3 method="wB97M-V/def2-TZVPD" charge=+1 fmax_ev_per_a=1.786 homo_lumo_gap_ev=8.86 homo_ev=-10.82
C -1.62140 -1.48059 -4.20580
C -1.65844 -1.62986 -2.66741
C -3.12693 -1.72562 -2.20484
P -0.58967 -0.37428 -1.84993
C 0.99125 -0.39044 -2.82530
C 1.50843 -1.83103 -3.03752
C 2.04417 0.59928 -2.29679
C -1.28638 1.24595 -2.38547
C -0.61882 2.45299 -1.74198
C -2.78790 1.35268 -2.15322
H -2.29525 -2.23076 -4.63791
H -1.96669 -0.48722 -4.53106
H -0.62122 -1.65295 -4.61139
H -1.15651 -2.57576 -2.40270
H -3.35152 -2.75722 -1.89588
H -3.34762 -1.08248 -1.34749
H -3.82272 -1.46121 -3.01340
H 0.65654 -0.00762 -3.80553
H 2.60674 -1.84189 -3.05474
H 1.17160 -2.53218 -2.25576
H 1.18244 -2.24980 -4.00290
H 3.05404 0.19798 -2.42216
H 2.00080 1.54218 -2.85680
H 1.91733 0.83759 -1.22959
H -1.08239 1.24321 -3.46831
H -0.91371 3.34959 -2.30485
H -0.99478 2.58379 -0.71923
H 0.47388 2.40604 -1.72143
H -3.13384 2.35439 -2.44580
H -3.38194 0.61099 -2.69726
H -3.00265 1.24524 -1.07669
C 5.44535 2.62001 1.83300
C 4.41240 1.53755 1.88170
C 4.25752 0.65404 0.81276
C 3.28637 -0.35764 0.84585
C 3.39518 -1.45595 -0.17053
C 2.31887 -0.35796 1.87942
C 1.11589 -1.29977 1.90409
C 1.52757 -2.61836 2.56997
C 0.36418 -1.60849 0.58398
C -0.31821 -0.36662 -0.04307
C -1.58069 0.07640 0.75603
C -1.62773 1.37805 1.34031
C -0.37710 2.13157 1.74669
C -2.87313 1.98395 1.52629
C -4.05582 1.26523 1.30899
C -5.39655 1.91902 1.30307
C -3.96170 -0.12070 1.13544
C -2.73316 -0.74076 0.90740
C -2.73459 -2.25161 0.80340
C 2.62996 0.36430 3.05764
C 1.97506 0.07622 4.38874
C 3.61486 1.35097 3.01680
H 5.60531 3.04174 2.83088
H 6.39496 2.23043 1.45045
H 5.12952 3.43079 1.16714
H 4.93483 0.71996 -0.04632
H 3.39825 -2.45949 0.27654
H 2.58156 -1.39632 -0.90189
H 4.32611 -1.36200 -0.75014
H 0.35418 -0.80196 2.52744
H 2.10001 -2.44379 3.48970
H 0.63472 -3.20590 2.81805
H 2.15334 -3.20176 1.87750
H 1.04159 -2.09218 -0.12997
H -0.38158 -2.38159 0.82090
H 0.41690 0.44659 0.07322
H -0.64540 3.14359 2.08600
H 0.14726 1.64350 2.58443
H 0.35197 2.22692 0.92622
H -2.92353 3.03148 1.83112
H -6.07832 1.37099 0.64395
H -5.84008 1.93502 2.30671
H -5.33255 2.94347 0.93075
H -4.87177 -0.73027 1.12679
H -3.74802 -2.60985 0.57073
H -2.06359 -2.64152 0.02880
H -2.45535 -2.72427 1.75877
H 2.40309 0.74321 5.14977
H 0.88624 0.23555 4.38364
H 2.16734 -0.94755 4.74151
H 3.78166 1.96471 3.90846


# 4
90
Properties=species:S:1:pos:R:3 method="wB97M-V/def2-TZVPD" charge=-1 fmax_ev_per_a=2.109 homo_lumo_gap_ev=4.14 homo_ev=-1.83
P -0.34091 -1.57060 -1.07272
C -0.01498 -3.09660 0.00285
C -0.30012 -4.49227 -0.56550
C -0.17033 -5.54798 0.54186
C 1.17618 -5.49122 1.27220
C 1.51614 -4.07840 1.75665
C 1.38053 -3.03022 0.64029
C 0.92919 -1.65036 -2.46612
C 1.22106 -3.01478 -3.08467
C 2.14312 -2.84505 -4.30186
C 3.43564 -2.09229 -3.96275
C 3.17558 -0.77695 -3.22071
C 2.22546 -0.95135 -2.02571
C -1.86102 -2.12937 -1.99374
C -3.02692 -2.33851 -1.00911
C -4.32774 -2.73440 -1.72261
C -4.69843 -1.76637 -2.85051
C -3.53668 -1.54427 -3.82279
C -2.22877 -1.14729 -3.12015
H -0.75484 -2.90717 0.80484
H 0.40164 -4.72819 -1.37610
H -1.30752 -4.55075 -0.99945
H -0.32791 -6.54624 0.11514
H -0.97351 -5.37656 1.27225
H 1.15437 -6.17672 2.12705
H 1.97167 -5.84591 0.60306
H 0.83272 -3.80150 2.57159
H 2.53480 -4.05040 2.16074
H 1.56159 -2.02796 1.05589
H 2.14906 -3.21966 -0.12584
H 0.46464 -1.02423 -3.24806
H 1.59564 -2.28250 -5.07100
H 0.29582 -3.52273 -3.39556
H 1.71561 -3.66155 -2.34508
H 2.37711 -3.82965 -4.72532
H 3.99019 -1.88830 -4.88594
H 4.07771 -2.73384 -3.34450
H 4.12134 -0.34326 -2.87495
H 2.72523 -0.05660 -3.91822
H 1.98884 0.02957 -1.58813
H 2.72110 -1.54996 -1.24656
H -1.58830 -3.09652 -2.45257
H -2.77883 -3.10917 -0.26479
H -3.18842 -1.40406 -0.44985
H -4.21453 -3.74424 -2.14097
H -5.13798 -2.78126 -0.98610
H -4.99173 -0.80297 -2.41394
H -5.56869 -2.14809 -3.39548
H -3.79781 -0.77015 -4.55265
H -3.36234 -2.47259 -4.38383
H -1.42804 -1.10847 -3.87231
H -2.31521 -0.13209 -2.70250
Y -0.00448 2.03053 1.14831
Cl -0.13664 2.01004 -1.34582
Cl -0.35234 -0.05550 2.50545
C 1.84060 3.28221 1.69699
H 1.76227 4.35529 1.94450
C 3.15775 2.78614 1.71695
C 4.31962 3.63536 1.71900
C 5.59380 3.10615 1.62724
C 5.79770 1.71423 1.56229
C 4.68909 0.84783 1.59834
C 3.39979 1.35127 1.70417
H 4.14578 4.71430 1.77719
H 6.45584 3.77559 1.60050
H 4.84584 -0.23503 1.54031
H 2.53293 0.67611 1.80221
H 6.80978 1.31127 1.48980
C -0.79652 4.03169 3.59481
N -1.21435 3.79992 2.15638
C -1.16662 5.14711 1.46387
N -2.01978 6.16164 2.12279
C -1.58141 6.31805 3.53186
N -1.63912 5.03974 4.28459
C -3.04458 4.57366 4.25127
N -3.53898 4.36219 2.86282
C -2.67424 3.36855 2.19257
C -3.41450 5.65959 2.14232
H 0.24871 4.36252 3.59780
H -0.88499 3.07011 4.12158
H -1.51575 5.00361 0.43216
H -0.12548 5.49137 1.46703
H -2.26029 7.02884 4.02358
H -0.54748 6.69217 3.54225
H -3.11847 3.62572 4.80326
H -3.66907 5.34775 4.71910
H -3.01516 3.24095 1.15439
H -2.72697 2.41045 2.73158
H -4.03768 6.39884 2.66457
H -3.75498 5.52178 1.10620


# 5
100
Properties=species:S:1:pos:R:3 method="wB97M-V/def2-TZVPD" fmax_ev_per_a=2.896 homo_lumo_gap_ev=8.28 homo_ev=-7.83 smiles="C=C[C@@](Cl)(COc1ccccc1)O[C@H](CCCC(F)(F)C(F)(F)F)[C@@](CCc1ccccc1)(NCC)OCN=C(C)C.O.O.O.O.O.O"
C 3.64818 -1.79798 -1.24434
C 3.15049 -1.60255 -0.01936
C 1.80360 -2.10673 0.45858
Cl 1.10311 -3.28358 -0.73013
C 1.92730 -2.85494 1.79694
O 2.50648 -4.13580 1.67677
C 3.85676 -4.19585 1.93068
C 4.40583 -3.79534 3.14426
C 5.78419 -3.85429 3.30939
C 6.61398 -4.30130 2.28984
C 6.05325 -4.71786 1.08368
C 4.67713 -4.66029 0.91090
O 0.93857 -1.06690 0.74185
C 0.71240 -0.10224 -0.29914
C 1.55425 1.17037 -0.12250
C 2.05784 1.41507 1.29908
C 2.13458 2.90882 1.61466
C 2.64102 3.19986 3.01858
F 3.92580 3.66074 2.99285
F 2.63753 2.10474 3.82514
C 1.79721 4.26724 3.75083
F 1.57358 5.33954 2.98149
F 0.61448 3.72983 4.10188
F 2.40242 4.66496 4.87981
C -0.80177 0.25814 -0.36991
C -1.65804 -1.01716 -0.33334
C -3.08058 -0.93146 -0.91701
C -4.04228 0.05024 -0.29039
C -4.97685 -0.39545 0.64350
C -5.90905 0.46627 1.21196
C -5.92614 1.80892 0.84733
C -4.99395 2.27113 -0.07927
C -4.07357 1.40043 -0.64483
N -1.08383 1.21842 0.68854
C -1.24240 0.77970 2.06368
C -2.65056 0.95090 2.66993
O -1.01503 1.00884 -1.55421
C -0.73507 0.36112 -2.76885
N 0.28367 1.10864 -3.48600
C 0.69346 0.71253 -4.62723
C 2.13368 0.31868 -4.83379
C -0.21913 0.61235 -5.84312
H 4.21965 -1.02610 -1.74808
H 3.52346 -2.74305 -1.75649
H 3.70791 -1.06856 0.74497
H 0.91694 -2.99172 2.18373
H 2.45789 -2.21534 2.50491
H 3.76216 -3.42685 3.93128
H 6.22968 -3.51574 4.23569
H 7.68994 -4.32522 2.39117
H 6.68066 -5.05210 0.26903
H 4.23528 -4.96035 -0.02955
H 1.04607 -0.54613 -1.23599
H 2.43468 1.06079 -0.76166
H 1.01333 2.02166 -0.52799
H 1.48010 0.90940 2.06707
H 3.06922 1.00887 1.38034
H 1.13742 3.33032 1.48623
H 2.83272 3.37938 0.92356
H -1.70080 -1.46338 0.65826
H -1.14327 -1.75407 -0.95449
H -3.52060 -1.91892 -0.80120
H -3.06579 -0.74454 -1.99116
H -4.99891 -1.44309 0.91624
H -6.64448 0.10220 1.91527
H -6.65370 2.47882 1.28208
H -5.00267 3.32172 -0.33733
H -3.36217 1.76213 -1.37726
H -1.75463 1.90982 0.39264
H -0.91783 -0.24529 2.22388
H -0.58647 1.39584 2.68967
H -3.24565 1.67610 2.11720
H -3.17157 0.00294 2.77462
H -2.54280 1.35350 3.67999
H -1.67132 0.30873 -3.34665
H -0.35048 -0.64838 -2.63167
H 2.75131 0.99452 -4.24600
H 2.40740 0.36060 -5.88157
H 2.22333 -0.70235 -4.45820
H 0.35054 0.49956 -6.76135
H -0.84090 1.50180 -5.90334
H -0.88624 -0.24903 -5.74164
O -7.97670 1.65303 3.39333
H -7.34852 1.60566 4.12112
H -8.26404 2.57108 3.38522
O 4.74374 -0.18519 -5.94927
H 4.86396 -1.00559 -6.43837
H 5.63966 0.13116 -5.79395
O -3.65848 5.41658 -0.75159
H -2.74321 5.69350 -0.85855
H -4.10476 6.19091 -0.39561
O 6.94234 -0.84644 1.04952
H 6.48376 -1.68930 1.14464
H 6.82619 -0.41576 1.90206
O -5.64170 -2.48681 -1.54488
H -6.10318 -3.29830 -1.77390
H -6.28224 -1.78180 -1.70028
O -8.03303 -0.51463 -2.05607
H -8.94009 -0.51725 -2.37406
H -7.83235 0.41075 -1.87869